# 1
Density functional theory data (ωB97M-V/def2-TZVPD) for a molecular structure, C31H40Cl9KMgN3O17P2S.

* LUMO: -8.269 eV
* HOMO: -9.5982 eV
* molar mass: 1203.16 g mol⁻¹
* multiplicity: 1
* charge: +1
* orbital gap: 1.329 eV

Element x y z (Å)
N 3.138 -0.350 -2.316
P 1.500 -0.901 -2.089
O 1.479 -2.526 -1.515
C 0.717 -0.961 -3.776
C 0.467 -2.119 -4.514
C -0.132 -2.023 -5.754
C -0.377 -3.298 -6.594
C -0.037 -2.918 -8.044
O -0.841 -2.760 -8.896
Cl 1.776 -2.651 -8.442
C -0.525 -0.809 -6.299
C -0.267 0.336 -5.570
C 0.360 0.260 -4.334
C 0.623 1.613 -3.662
O 0.467 1.821 -2.486
C 1.062 2.691 -4.632
C 2.077 3.579 -4.328
C 2.424 4.495 -5.296
C 1.823 4.567 -6.524
P 2.421 5.810 -7.742
S 1.728 7.592 -7.459
C 0.790 3.680 -6.837
C 0.441 2.761 -5.877
C -0.633 1.716 -6.120
O -1.682 1.957 -6.660
H 3.316 -0.257 -3.318
H 3.812 -1.016 -1.942
H 1.957 -3.041 -2.184
H 0.746 -3.084 -4.090
H 0.385 -4.022 -6.278
H -1.396 -3.681 -6.517
H -1.002 -0.708 -7.271
H 2.579 3.507 -3.365
H 3.285 5.211 -5.072
H 3.834 5.719 -7.662
H 2.091 5.243 -9.001
H 0.299 3.716 -7.809
C 6.771 -2.429 -0.579
Cl 6.705 -1.608 0.967
Cl 7.218 -1.298 -1.848
Cl 7.926 -3.751 -0.509
Cl 5.134 -3.092 -0.968
Cl 4.807 6.010 -4.511
K 3.212 -4.188 -2.116
C -2.596 -5.314 1.975
C -1.422 -5.721 2.861
C -0.093 -5.052 2.482
O 0.532 -5.569 1.310
C -0.029 -5.123 0.098
N -1.316 -7.184 2.864
H -2.597 -5.834 1.016
H -3.536 -5.562 2.466
H -2.593 -4.238 1.783
H -1.662 -5.398 3.878
H 0.618 -5.237 3.291
H -0.203 -3.963 2.406
H -0.362 -4.083 0.156
H -0.852 -5.770 -0.212
H 0.753 -5.195 -0.666
H -0.615 -7.465 3.545
H -0.913 -7.465 1.973
C -0.457 0.406 1.201
O -0.203 0.496 2.603
C -1.229 0.113 3.369
O -2.293 -0.283 2.974
O -0.866 0.242 4.643
C -1.876 -0.136 5.591
H 0.439 0.738 0.684
H -0.664 -0.626 0.915
H -1.283 1.056 0.916
H -2.138 -1.186 5.474
H -2.758 0.493 5.483
H -1.460 0.015 6.583
N 9.969 0.280 0.341
O 9.305 1.268 0.668
O 10.346 -0.522 1.196
O 10.241 0.090 -0.849
Mg 3.461 -1.345 -9.905
C -5.723 -5.445 5.151
Cl -5.044 -7.023 4.745
Cl -6.480 -5.479 6.742
Cl -4.473 -4.198 5.080
H -6.483 -5.204 4.418
C -3.429 7.277 3.405
O -2.866 6.168 4.109
C -2.378 5.208 3.319
O -2.382 5.213 2.118
O -1.888 4.243 4.097
C -1.331 3.133 3.393
H -3.787 7.982 4.150
H -2.675 7.766 2.791
H -4.270 6.956 2.792
H -0.490 3.447 2.776
H -2.093 2.644 2.786
H -0.972 2.434 4.138
C -3.482 4.266 7.156
C -3.633 4.758 8.573
O -3.959 3.559 9.282
C -3.485 2.510 8.562
O -3.443 1.390 8.950
O -3.063 2.912 7.335
H -2.744 4.829 6.590
H -4.427 4.274 6.609
H -2.704 5.165 8.977
H -4.420 5.501 8.680

Results of the Mulliken charge analysis, in e, for atoms 1 through 99: number 1, N, carries -0.359; number 2, P, carries 0.171; number 3, O, carries -0.093; number 4, C, carries 0.943; number 5, C, carries -0.550; number 6, C, carries 0.347; number 7, C, carries -0.716; number 8, C, carries 0.500; number 9, O, carries -0.362; number 10, Cl, carries -0.194; number 11, C, carries -1.046; number 12, C, carries 0.386; number 13, C, carries 0.189; number 14, C, carries -0.216; number 15, O, carries -0.419; number 16, C, carries 0.391; number 17, C, carries -0.930; number 18, C, carries -0.035; number 19, C, carries 0.318; number 20, P, carries 0.242; number 21, S, carries -0.297; number 22, C, carries -0.604; number 23, C, carries 0.591; number 24, C, carries -0.238; number 25, O, carries -0.505; number 26, H, carries 0.336; number 27, H, carries 0.036; number 28, H, carries 0.014; number 29, H, carries 0.203; number 30, H, carries 0.411; number 31, H, carries 0.357; number 32, H, carries 0.606; number 33, H, carries 0.618; number 34, H, carries -0.328; number 35, H, carries 0.109; number 36, H, carries 0.084; number 37, H, carries 0.468; number 38, C, carries 0.232; number 39, Cl, carries -0.041; number 40, Cl, carries -0.060; number 41, Cl, carries -0.058; number 42, Cl, carries -0.110; number 43, Cl, carries -0.270; number 44, K, carries 0.957; number 45, C, carries -1.174; number 46, C, carries 0.436; number 47, C, carries -0.617; number 48, O, carries -0.433; number 49, C, carries -0.265; number 50, N, carries -0.678; number 51, H, carries 0.306; number 52, H, carries 0.131; number 53, H, carries 0.297; number 54, H, carries 0.379; number 55, H, carries 0.384; number 56, H, carries 0.259; number 57, H, carries 0.197; number 58, H, carries 0.298; number 59, H, carries -0.125; number 60, H, carries 0.284; number 61, H, carries 0.298; number 62, C, carries -0.507; number 63, O, carries -0.326; number 64, C, carries 0.762; number 65, O, carries -0.567; number 66, O, carries -0.368; number 67, C, carries -0.565; number 68, H, carries 0.224; number 69, H, carries 0.202; number 70, H, carries 0.312; number 71, H, carries 0.276; number 72, H, carries 0.252; number 73, H, carries 0.241; number 74, N, carries 1.031; number 75, O, carries -0.469; number 76, O, carries -0.478; number 77, O, carries -0.486; number 78, Mg, carries 0.375; number 79, C, carries -0.015; number 80, Cl, carries -0.123; number 81, Cl, carries -0.122; number 82, Cl, carries -0.056; number 83, H, carries 0.306; number 84, C, carries -0.666; number 85, O, carries -0.282; number 86, C, carries 0.697; number 87, O, carries -0.561; number 88, O, carries -0.243; number 89, C, carries -0.700; number 90, H, carries 0.217; number 91, H, carries 0.297; number 92, H, carries 0.307; number 93, H, carries 0.329; number 94, H, carries 0.320; number 95, H, carries 0.329; number 96, C, carries -0.120; number 97, C, carries -0.377; number 98, O, carries -0.344; number 99, C, carries 0.593

# 2
Density functional theory data (ωB97M-V/def2-TZVPD) for a molecular structure, C31H40GeN5NiO2.

* expectation value of S²: 0.8257
* LUMO (alpha / beta): -4.996 / -4.988 eV
* HOMO (alpha / beta): -13.1695 / -13.1004 eV
* molar mass: 646.00 g mol⁻¹
* multiplicity: 2
* charge: +2
* orbital gap (alpha / beta): 8.174 / 8.113 eV

Element x y z (Å)
Ni 0.044 0.017 -0.342
C 0.881 3.620 2.243
C 0.029 2.769 1.341
O 0.515 1.793 0.762
N -1.251 3.149 1.206
C -2.225 2.564 0.277
C -2.005 2.981 -1.158
C -2.675 4.092 -1.653
C -2.460 4.492 -2.960
C -1.579 3.755 -3.731
C -0.967 2.655 -3.156
N -1.158 2.256 -1.896
H 1.703 3.021 2.624
H 0.314 4.039 3.073
H 1.295 4.446 1.662
H -1.540 3.956 1.734
H -3.208 2.904 0.600
H -2.214 1.479 0.363
H -3.366 4.630 -1.017
H -2.976 5.350 -3.369
H -1.377 4.010 -4.761
H -0.302 2.059 -3.769
N 1.824 -1.966 2.787
C 1.088 -1.528 1.766
O 1.589 -0.852 0.850
C -0.371 -1.881 1.722
C -1.162 -0.795 0.995
H 2.801 -1.728 2.837
H 1.414 -2.492 3.539
H -0.759 -2.070 2.726
H -0.453 -2.829 1.180
H -1.256 0.086 1.637
H -2.163 -1.166 0.814
C -4.430 -0.084 -4.356
C -4.421 0.145 -2.986
C -3.364 -0.311 -2.216
C -2.295 -1.003 -2.790
C -2.332 -1.248 -4.162
C -3.388 -0.787 -4.940
Ge -0.946 -1.760 -1.594
C 0.684 -2.353 -2.568
C 1.080 -1.807 -3.791
C 2.228 -2.243 -4.448
C 3.019 -3.239 -3.880
C 2.675 -3.756 -2.633
C 1.528 -3.308 -1.989
C -1.816 -3.392 -0.921
C -1.341 -4.652 -1.289
C -2.025 -5.813 -0.950
C -3.213 -5.740 -0.243
C -3.727 -4.496 0.095
C -3.041 -3.341 -0.247
H -5.255 0.268 -4.961
H -5.243 0.673 -2.519
H -3.380 -0.122 -1.147
H -1.565 -1.841 -4.643
H -3.402 -0.996 -6.001
H 0.472 -1.048 -4.271
H 2.473 -1.844 -5.425
H 3.867 -3.641 -4.424
H 3.278 -4.533 -2.181
H 1.281 -3.734 -1.022
H -0.437 -4.754 -1.874
H -1.629 -6.774 -1.251
H -3.748 -6.642 0.022
H -4.675 -4.422 0.612
H -3.513 -2.396 -0.012
N 4.832 -0.750 -2.929
C 3.871 0.384 -2.679
C 2.885 -0.038 -1.590
N 1.589 0.622 -1.697
H 5.530 -0.514 -3.637
H 4.301 -1.580 -3.249
H 5.329 -1.012 -2.076
H 3.369 0.573 -3.627
H 4.465 1.257 -2.412
H 3.285 0.163 -0.599
H 2.721 -1.115 -1.654
H 1.219 0.528 -2.637
H 1.664 1.614 -1.485

The molecule's Mulliken atomic charges, reported in e, are given here: number 1, Ni, carries 0.632; number 2, C, carries -1.532; number 3, C, carries 0.551; number 4, O, carries -0.632; number 5, N, carries 0.022; number 6, C, carries -0.448; number 7, C, carries 0.732; number 8, C, carries -0.859; number 9, C, carries -0.544; number 10, C, carries -0.948; number 11, C, carries -0.036; number 12, N, carries 0.526; number 13, H, carries 0.360; number 14, H, carries 0.447; number 15, H, carries 0.323; number 16, H, carries 0.254; number 17, H, carries 0.702; number 18, H, carries -0.837; number 19, H, carries 0.503; number 20, H, carries 0.451; number 21, H, carries 0.471; number 22, H, carries 0.219; number 23, N, carries -0.342; number 24, C, carries 0.249; number 25, O, carries -0.498; number 26, C, carries -0.720; number 27, C, carries -1.495; number 28, H, carries 0.255; number 29, H, carries 0.222; number 30, H, carries 0.645; number 31, H, carries 0.139; number 32, H, carries 1.553; number 33, H, carries 0.274; number 34, C, carries -0.680; number 35, C, carries -0.796; number 36, C, carries -0.155; number 37, C, carries 0.700; number 38, C, carries -0.693; number 39, C, carries -0.777; number 40, Ge, carries 0.978; number 41, C, carries 0.263; number 42, C, carries 0.171; number 43, C, carries -1.050; number 44, C, carries -1.104; number 45, C, carries -0.677; number 46, C, carries -0.106; number 47, C, carries 0.896; number 48, C, carries -0.328; number 49, C, carries -0.807; number 50, C, carries -0.548; number 51, C, carries -0.855; number 52, C, carries -0.254; number 53, H, carries 0.429; number 54, H, carries 0.464; number 55, H, carries 0.140; number 56, H, carries 0.458; number 57, H, carries 0.461; number 58, H, carries 0.465; number 59, H, carries 0.491; number 60, H, carries 0.549; number 61, H, carries 0.457; number 62, H, carries 0.432; number 63, H, carries 0.477; number 64, H, carries 0.439; number 65, H, carries 0.411; number 66, H, carries 0.435; number 67, H, carries 0.174; number 68, N, carries -0.049; number 69, C, carries -0.785; number 70, C, carries -0.559; number 71, N, carries -0.229; number 72, H, carries 0.426; number 73, H, carries -0.077; number 74, H, carries 0.407; number 75, H, carries 0.366; number 76, H, carries 0.418; number 77, H, carries 0.703; number 78, H, carries 0.002; number 79, H, carries -0.199; number 80, H, carries 0.475

DFT total energy across the listed records, respectively: -235938.48015; -141889.12574 eV.